Record 1
Formula: C12H32N4O2PSSi3
Source: the Open Molecules 2025 dataset
Level of theory: the ωB97M-V functional and the def2-TZVPD basis

```
55
Properties=species:S:1:pos:R:3:nbo_charge:R:1
C 0.030 -3.144 -0.179 -0.43
N -0.586 -2.887 -1.497 -0.63
C -1.288 -1.595 -1.526 -0.68
Si -2.945 -1.653 -0.632 1.36
C -4.331 -2.026 -1.891 -0.94
C -5.363 -2.992 -1.372 0.33
C -6.021 -2.716 -0.060 -0.67
N -5.726 -4.019 -2.019 -0.64
N -3.017 -2.981 0.579 -0.83
C -2.838 -2.761 1.764 0.23
S -2.577 -2.565 3.296 0.02
P -3.261 0.443 0.061 0.95
O -2.676 0.641 1.579 -0.96
O -4.855 0.885 0.025 -0.98
H 1.067 -3.427 -0.278 0.20
H -0.033 -2.286 0.484 0.19
H -0.487 -3.969 0.295 0.19
H 0.192 -2.772 -2.129 0.36
H -1.496 -1.317 -2.554 0.23
H -0.677 -0.801 -1.086 0.23
H -4.862 -1.093 -2.066 0.25
H -3.877 -2.408 -2.794 0.24
H -5.743 -1.736 0.320 0.17
H -5.676 -3.432 0.669 0.25
H -7.098 -2.750 -0.127 0.24
H -5.215 -4.085 -2.893 0.33
H -3.404 0.609 2.209 0.49
H -5.465 0.143 0.046 0.48
C 4.403 1.171 -2.474 -1.11
Si 4.140 2.023 -0.801 1.83
C 4.009 3.881 -1.167 -1.13
C 5.741 1.760 0.186 -1.13
N 2.777 1.371 -0.076 -1.74
Si 2.146 1.810 1.416 1.83
C 1.593 3.622 1.523 -1.13
C 3.318 1.492 2.875 -1.13
C 0.603 0.763 1.735 -1.11
H 5.292 1.561 -2.987 0.20
H 4.536 0.096 -2.334 0.22
H 3.539 1.332 -3.122 0.22
H 4.812 4.209 -1.841 0.20
H 4.088 4.477 -0.256 0.22
H 3.055 4.106 -1.648 0.22
H 5.821 0.721 0.509 0.22
H 5.778 2.402 1.069 0.22
H 6.624 1.994 -0.423 0.20
H 2.446 4.301 1.573 0.22
H 0.985 3.796 2.422 0.20
H 0.989 3.885 0.653 0.23
H 3.741 0.487 2.810 0.22
H 2.787 1.574 3.833 0.20
H 4.138 2.212 2.897 0.22
H 0.861 -0.300 1.734 0.21
H -0.145 0.943 0.961 0.22
H 0.152 1.004 2.705 0.20
```

Results
Kohn-Sham gap   5.55 eV
Electronic energy   -2454.1313 Eh
LUMO level   2.0 eV
Net charge   -1

Record 2
Formula: C12H33AlN3O3
Source: the Open Molecules 2025 dataset
Level of theory: the ωB97M-V functional and the def2-TZVPD basis

```
52
Properties=species:S:1:pos:R:3:nbo_charge:R:1
Al -13.981 -25.068 -6.773 1.58
C -18.151 -22.349 -5.093 -0.64
C -16.807 -23.077 -5.291 -0.07
C -16.517 -24.039 -4.101 -0.08
O -15.313 -24.727 -4.160 -0.54
C -14.987 -25.289 -2.889 -0.28
N -16.757 -23.791 -6.545 -0.71
H -18.738 -22.249 -6.009 0.24
H -17.894 -21.322 -4.834 0.26
H -18.813 -22.831 -4.374 0.26
H -16.020 -22.318 -5.351 0.19
H -17.365 -24.733 -4.143 0.19
H -16.711 -23.340 -3.284 0.23
H -15.014 -24.647 -2.007 0.23
H -14.022 -25.794 -2.888 0.20
H -15.677 -26.103 -2.647 0.21
H -17.584 -24.390 -6.482 0.41
H -16.955 -23.075 -7.241 0.40
C -12.309 -28.871 -9.790 -0.61
C -12.882 -28.079 -8.599 -0.10
C -11.948 -27.927 -7.407 -0.08
O -12.684 -27.482 -6.283 -0.52
C -12.021 -27.704 -5.021 -0.27
N -13.261 -26.759 -9.074 -0.76
H -11.939 -29.819 -9.397 0.27
H -11.530 -28.241 -10.220 0.22
H -13.085 -29.070 -10.528 0.25
H -13.748 -28.614 -8.201 0.23
H -11.239 -27.113 -7.589 0.18
H -11.494 -28.899 -7.202 0.25
H -12.624 -27.209 -4.261 0.20
H -10.966 -27.445 -5.054 0.22
H -12.219 -28.744 -4.744 0.24
H -12.425 -26.282 -9.423 0.39
H -13.722 -26.818 -9.985 0.42
C -14.018 -20.338 -8.158 -0.64
C -14.582 -21.758 -8.011 -0.06
C -15.344 -22.396 -9.212 -0.09
O -15.261 -23.787 -9.012 -0.59
C -15.717 -24.493 -10.174 -0.26
N -13.446 -22.630 -7.587 -0.79
H -13.384 -20.303 -9.049 0.24
H -13.357 -20.060 -7.338 0.24
H -14.792 -19.584 -8.302 0.28
H -15.270 -21.827 -7.164 0.19
H -14.868 -22.005 -10.114 0.22
H -16.367 -22.018 -9.165 0.20
H -15.386 -25.521 -9.997 0.17
H -15.122 -24.234 -11.049 0.22
H -16.805 -24.521 -10.187 0.22
H -12.673 -22.488 -8.241 0.42
H -13.042 -22.222 -6.744 0.41
```

Results
Kohn-Sham gap   4.70 eV
Electronic energy   -1108.2016 Eh
LUMO level   -14.9 eV
Net charge   +3
ΔE to the lowest compared entry with this formula, charge and spin   34.2 kcal per mole

Record 3
Formula: C12H33Br2N3O3V
Source: the Open Molecules 2025 dataset
Level of theory: the ωB97M-V functional and the def2-TZVPD basis

```
54
Properties=species:S:1:pos:R:3:nbo_charge:R:1
V -0.786 -0.274 -0.336 0.96
Br 0.815 -1.988 1.382 -0.71
Br -1.797 1.610 -1.911 -0.65
C -3.451 2.032 2.104 -0.63
C -1.986 1.626 2.085 -0.07
C -1.327 1.709 3.499 -0.07
O 0.084 1.534 3.325 -0.56
C 0.872 1.024 4.433 -0.25
N -1.834 0.235 1.679 -0.83
H -3.914 1.806 1.143 0.23
H -3.450 3.121 2.164 0.23
H -4.068 1.503 2.830 0.20
H -1.604 2.328 1.345 0.22
H -1.761 0.974 4.177 0.17
H -1.553 2.710 3.868 0.18
H 0.876 -0.048 4.635 0.19
H 0.551 1.556 5.329 0.16
H 1.902 1.341 4.267 0.19
H -2.780 -0.067 1.861 0.36
H -1.374 -0.153 2.491 0.39
C 1.969 2.995 0.058 -0.62
C 2.080 1.888 -0.986 -0.06
C 3.467 1.341 -1.359 -0.08
O 3.480 0.301 -2.345 -0.56
C 4.769 -0.209 -2.587 -0.25
N 1.328 0.712 -0.546 -0.86
H 0.952 3.385 0.110 0.24
H 2.644 3.681 -0.455 0.21
H 2.457 2.794 1.011 0.21
H 1.602 2.237 -1.901 0.21
H 3.971 0.928 -0.485 0.17
H 4.116 2.184 -1.594 0.17
H 4.828 -1.207 -2.152 0.18
H 5.622 0.356 -2.212 0.18
H 4.913 -0.338 -3.660 0.19
H 1.835 0.078 -1.148 0.39
H 1.559 0.606 0.431 0.39
C -2.999 -3.894 -1.217 -0.62
C -1.929 -2.811 -0.912 -0.10
C -1.217 -2.565 -2.258 -0.06
O -0.124 -1.690 -1.990 -0.57
C 0.841 -1.867 -3.078 -0.26
N -2.584 -1.586 -0.500 -0.84
H -3.533 -3.641 -2.133 0.20
H -3.694 -3.918 -0.378 0.20
H -2.565 -4.889 -1.312 0.22
H -1.355 -3.125 -0.041 0.26
H -1.806 -2.008 -2.987 0.20
H -0.901 -3.514 -2.690 0.19
H 0.751 -2.737 -3.728 0.19
H 1.801 -1.959 -2.570 0.21
H 0.862 -0.972 -3.700 0.20
H -3.311 -1.874 0.139 0.37
H -3.244 -1.263 -1.193 0.38
```

Results
Kohn-Sham gap (spin up / spin down)   7.72 / 8.55 eV
2S+1   4
Electronic energy   -6959.0614 Eh
LUMO level (spin up / spin down)   0.4 / 0.3 eV
ΔE to the lowest compared entry with this formula, charge and spin   48.3 kcal per mole

Record 4
Formula: C12H33BrCaF2N4O7S2
Source: the Open Molecules 2025 dataset
Level of theory: the ωB97M-V functional and the def2-TZVPD basis

```
62
Properties=species:S:1:pos:R:3:nbo_charge:R:1
Ca -0.047 -0.241 -0.609 1.74
Br 1.078 -0.416 -3.217 -0.89
N 4.939 1.509 -0.330 -1.10
S 3.543 2.134 -0.713 2.48
O 3.359 3.536 -0.500 -0.93
O 2.425 1.274 -0.455 -0.99
F 3.721 2.023 -2.284 -0.49
S 4.870 1.667 1.298 2.45
O 3.779 1.004 1.967 -0.98
O 5.355 2.883 1.847 -0.90
F 6.047 0.634 1.628 -0.51
C -1.738 3.379 -2.952 -0.62
C -0.978 2.540 -1.949 -0.10
C -0.587 3.276 -0.671 -0.08
O 0.109 2.445 0.255 -0.56
C 0.167 3.028 1.538 -0.24
N -1.783 1.366 -1.456 -0.90
H -2.073 2.736 -3.767 0.22
H -1.104 4.173 -3.347 0.23
H -2.626 3.847 -2.517 0.20
H -0.197 1.967 -2.460 0.25
H -1.457 3.774 -0.233 0.17
H 0.157 4.002 -1.028 0.21
H 0.323 2.203 2.234 0.18
H -0.785 3.480 1.851 0.16
H 0.928 3.807 1.613 0.20
H -2.419 1.049 -2.187 0.37
H -2.476 1.753 -0.808 0.34
C -3.516 -1.902 1.923 -0.64
C -2.488 -1.715 0.821 -0.09
C -3.071 -1.551 -0.558 -0.07
O -2.069 -1.412 -1.547 -0.58
C -2.631 -1.502 -2.851 -0.28
N -1.680 -0.506 1.143 -0.88
H -4.099 -2.817 1.745 0.22
H -4.327 -1.170 1.998 0.22
H -3.099 -2.026 2.922 0.22
H -1.798 -2.562 0.892 0.21
H -3.758 -0.686 -0.566 0.17
H -3.780 -2.374 -0.716 0.20
H -1.867 -1.083 -3.512 0.24
H -3.529 -0.892 -2.979 0.17
H -2.791 -2.541 -3.143 0.19
H -1.359 -0.545 2.103 0.38
H -2.403 0.210 1.101 0.37
C 2.399 -1.941 2.989 -0.64
C 2.181 -1.695 1.494 -0.07
C 1.398 -2.917 0.954 -0.07
O 0.804 -2.510 -0.278 -0.60
C 0.417 -3.600 -1.088 -0.27
N 1.305 -0.462 1.370 -0.93
H 2.785 -2.965 3.107 0.21
H 1.502 -1.944 3.610 0.19
H 3.204 -1.329 3.395 0.25
H 3.123 -1.601 0.963 0.24
H 0.663 -3.227 1.703 0.16
H 2.138 -3.660 0.647 0.20
H -0.110 -3.261 -1.983 0.22
H -0.231 -4.346 -0.623 0.17
H 1.324 -4.004 -1.553 0.20
H 1.990 0.290 1.498 0.45
H 0.848 -0.580 2.270 0.34
```

Results
Kohn-Sham gap   7.72 eV
Electronic energy   -5470.5554 Eh
LUMO level   -0.5 eV